1.
Below is 11 unconnected molecules or ions with the total composition C44H75N12 in a non-equilibrium geometry, with properties calculated with the ωB97M-V functional and the def2-TZVPD basis.

Last column: Mulliken charge in e.
Positions of all 131 atoms, in Å:
C -2.845 -3.561 3.586  -1.20
C -3.680 -2.822 2.519  -0.34
C -2.896 -1.609 1.927  1.32
C -3.288 -0.306 2.629  -0.99
C -2.709 0.911 1.897  -1.54
C -1.188 0.774 1.638  0.31
C -0.907 0.501 0.151  -1.25
C 0.475 0.966 -0.271  0.87
C 0.614 2.497 -0.416  -1.24
C 1.913 3.059 0.156  0.09
C 3.161 2.268 -0.229  -0.10
C 4.200 2.184 0.897  -1.28
C 3.681 1.485 2.183  0.49
C 4.294 0.076 2.260  -1.23
C 3.446 -0.930 3.037  -1.47
C 1.976 -1.049 2.599  -0.35
C 1.700 -1.906 1.398  0.64
C 2.384 -1.849 0.252  -0.43
N 2.045 -2.614 -0.770  0.21
C 1.031 -3.439 -0.709  -1.01
C 0.297 -3.557 0.412  -0.20
N -0.755 -4.468 0.380  -0.27
C -1.854 -4.218 1.339  0.92
C -3.200 -4.535 0.638  -0.82
C -4.227 -5.163 1.572  -0.89
C 0.654 -2.773 1.471  -0.32
H -1.848 -3.142 3.679  0.27
H -2.695 -4.585 3.252  0.24
H -3.346 -3.575 4.545  0.34
H -3.873 -3.477 1.677  -1.12
H -4.602 -2.434 2.929  0.93
H -3.107 -1.552 0.859  0.34
H -1.837 -1.829 2.038  -0.32
H -2.851 -0.324 3.629  0.30
H -4.369 -0.264 2.705  0.49
H -2.856 1.819 2.477  0.34
H -3.245 1.004 0.957  0.43
H -0.793 -0.041 2.236  -0.24
H -0.691 1.698 1.927  0.78
H -1.001 -0.577 0.016  0.07
H -1.653 0.962 -0.491  0.61
H 0.679 0.538 -1.255  0.55
H 1.273 0.602 0.379  -0.94
H 0.436 2.790 -1.446  0.49
H -0.202 2.951 0.150  0.50
H 1.853 3.182 1.229  -0.72
H 2.031 4.060 -0.257  0.68
H 2.952 1.272 -0.629  0.21
H 3.638 2.829 -1.042  -0.05
H 5.083 1.683 0.502  0.44
H 4.514 3.203 1.117  0.45
H 2.597 1.494 2.168  -0.22
H 4.037 2.073 3.019  0.57
H 5.235 0.164 2.799  0.43
H 4.565 -0.239 1.256  0.58
H 3.458 -0.662 4.088  0.52
H 3.909 -1.912 2.954  0.33
H 1.441 -1.506 3.426  0.60
H 1.491 -0.089 2.427  -0.01
H 3.206 -1.174 0.112  0.41
H 2.572 -2.556 -1.631  0.39
H 0.797 -4.008 -1.594  0.45
H -0.409 -5.415 0.442  0.36
H -1.906 -3.182 1.646  -1.73
H -1.746 -4.909 2.173  0.62
H -3.023 -5.111 -0.264  0.59
H -3.594 -3.575 0.312  0.38
H -3.847 -6.063 2.041  0.20
H -4.559 -4.438 2.307  0.40
H -5.102 -5.392 0.978  0.18
H 0.086 -2.848 2.379  0.78
C -0.175 5.373 3.360  -1.01
C 1.082 4.636 3.428  0.49
N 2.075 4.053 3.482  -0.43
H -0.151 6.207 4.058  0.36
H -0.325 5.755 2.352  0.30
H -1.003 4.715 3.620  0.26
C 6.404 4.641 -1.553  -1.07
C 5.047 4.996 -1.952  0.52
N 3.988 5.290 -2.269  -0.40
H 6.401 4.269 -0.531  0.29
H 6.798 3.869 -2.213  0.29
H 7.043 5.518 -1.607  0.39
C -8.402 -6.359 -0.067  -0.94
C -7.904 -5.071 0.397  0.43
N -7.508 -4.057 0.775  -0.41
H -8.046 -6.550 -1.076  0.26
H -8.051 -7.148 0.596  0.34
H -9.490 -6.348 -0.071  0.36
C 1.816 5.305 -4.731  0.08
C 0.507 4.808 -5.144  0.20
N -0.523 4.406 -5.469  -0.43
H 2.011 6.280 -5.171  0.05
H 1.858 5.386 -3.649  0.17
H 2.591 4.616 -5.064  -0.09
C -9.168 -1.407 -1.396  -0.74
C -9.818 -2.711 -1.362  0.36
N -10.325 -3.745 -1.335  -0.40
H -8.090 -1.534 -1.327  0.21
H -9.411 -0.898 -2.327  0.31
H -9.511 -0.804 -0.559  0.26
C 5.115 6.964 -6.716  -0.64
C 3.987 7.762 -6.246  0.41
N 3.097 8.374 -5.867  -0.47
H 5.540 7.412 -7.612  0.33
H 5.880 6.916 -5.944  0.23
H 4.782 5.960 -6.946  0.17
C 5.052 8.368 0.116  -0.76
C 6.341 7.693 0.236  0.43
N 7.361 7.162 0.330  -0.46
H 5.023 9.227 0.783  0.33
H 4.906 8.705 -0.908  0.27
H 4.251 7.681 0.382  0.21
C 4.882 2.350 -4.878  -0.51
C 5.373 3.245 -5.922  0.37
N 5.758 3.950 -6.748  -0.47
H 5.522 2.421 -4.001  0.07
H 3.867 2.627 -4.600  0.16
H 4.887 1.325 -5.242  0.38
C -4.041 -7.586 4.988  -0.82
C -5.242 -7.474 4.167  0.46
N -6.193 -7.393 3.529  -0.40
H -3.699 -6.595 5.278  0.19
H -4.259 -8.164 5.883  0.35
H -3.254 -8.086 4.425  0.27
C -0.716 -5.783 -3.912  -0.52
C 0.575 -5.297 -4.396  0.36
N 1.594 -4.910 -4.772  -0.41
H -0.645 -6.842 -3.675  0.26
H -1.009 -5.236 -3.016  0.05
H -1.474 -5.639 -4.679  0.30

Output
- Charge: +1



2.
Below is a molecular structure, C44H76ClIIrN2O2PSSi4Te in a non-equilibrium geometry, with properties calculated with the ωB97M-V functional and the def2-TZVPD basis.

Last column: Mulliken charge in e.
Positions of all 134 atoms, in Å:
Ir -0.101 -0.404 -0.490  0.45
Cl -1.790 -7.133 0.155  -0.29
C -1.128 -5.546 0.412  0.26
C -0.346 -5.301 1.506  -0.41
C 0.237 -4.042 1.725  0.05
I 1.513 -3.804 3.343  0.03
C 0.005 -2.975 0.870  -0.07
O 0.536 -1.796 0.979  -0.66
C -0.833 -3.251 -0.263  -0.34
N -0.965 -2.212 -1.143  0.74
C -1.523 -2.426 -2.314  -1.65
C -2.075 -3.668 -2.665  -1.13
C -2.030 -4.699 -1.771  -1.45
C -1.363 -4.525 -0.539  0.86
H -0.151 -6.102 2.205  0.54
H -1.520 -1.593 -3.000  0.62
H -2.547 -3.780 -3.631  0.55
H -2.464 -5.662 -2.006  0.50
C -3.997 3.061 1.729  -1.35
Si -3.171 2.479 0.112  1.26
C -2.633 4.081 -0.744  -0.84
C -4.674 1.896 -0.871  -0.81
Si -1.882 0.381 0.921  0.68
Si -3.542 -1.380 1.189  1.04
C -2.841 -2.833 2.191  -0.71
C -4.185 -2.117 -0.421  0.02
C -5.136 -0.948 2.111  -1.49
Si -1.677 0.898 3.320  0.77
C -3.304 1.119 4.258  -1.31
C -0.765 2.433 3.955  -0.99
C -0.888 -0.613 4.130  -1.04
H -4.693 3.882 1.530  0.54
H -3.275 3.426 2.463  0.24
H -4.564 2.251 2.182  0.16
H -2.789 3.993 -1.821  0.27
H -1.591 4.351 -0.596  0.13
H -3.255 4.895 -0.362  0.39
H -5.252 2.779 -1.162  0.39
H -5.307 1.284 -0.230  0.31
H -4.455 1.331 -1.775  -0.03
H -2.681 -3.708 1.557  0.41
H -3.549 -3.124 2.972  0.61
H -1.893 -2.601 2.675  -0.36
H -3.394 -2.284 -1.145  -0.65
H -4.939 -1.481 -0.885  0.54
H -4.642 -3.086 -0.198  0.39
H -5.001 -0.933 3.194  0.47
H -5.834 -1.760 1.883  0.48
H -5.611 -0.018 1.812  0.37
H -3.527 2.178 4.388  0.44
H -3.151 0.680 5.248  0.34
H -4.183 0.652 3.817  0.17
H 0.314 2.447 3.835  0.34
H -1.171 3.350 3.521  0.10
H -0.972 2.463 5.030  0.63
H -1.635 -1.397 4.275  0.56
H -0.478 -0.363 5.113  0.59
H -0.090 -1.033 3.523  -0.13
C 1.770 -4.582 -3.922  -1.26
N 1.607 -3.455 -3.014  0.77
C 1.947 -3.692 -1.617  -0.34
C 1.205 -2.243 -3.456  0.17
C 0.880 -2.117 -4.925  -2.16
O 1.081 -1.262 -2.723  0.15
H 2.033 -5.458 -3.335  0.40
H 2.566 -4.409 -4.648  0.34
H 0.847 -4.804 -4.459  0.37
H 1.370 -4.537 -1.232  0.59
H 1.714 -2.812 -1.024  -0.79
H 3.011 -3.920 -1.515  0.53
H 1.734 -2.376 -5.553  0.53
H 0.587 -1.087 -5.111  0.23
H 0.057 -2.781 -5.200  0.54
C 4.244 0.186 3.711  -0.97
C 2.761 0.502 3.943  -1.16
C 1.958 0.370 2.641  1.13
C 2.830 0.681 1.432  -0.15
C 3.859 -0.455 1.288  -0.33
C 4.383 -0.916 2.665  -0.74
P 1.819 1.017 -0.077  0.59
C 1.483 2.857 0.036  0.54
C 2.585 3.775 0.644  -1.42
C 2.272 4.197 2.075  0.08
C 1.017 5.068 2.120  -1.28
C -0.017 4.595 1.086  -1.31
C 0.160 3.117 0.754  2.47
C 3.001 0.968 -1.528  1.12
C 4.113 2.043 -1.493  -0.50
C 5.236 1.747 -2.501  -1.02
C 4.690 1.064 -3.746  -1.03
C 4.104 -0.310 -3.368  -0.29
C 3.690 -0.355 -1.893  -0.65
H 4.721 -0.108 4.648  0.58
H 4.773 1.081 3.367  0.26
H 2.656 1.506 4.365  0.30
H 2.349 -0.191 4.680  0.48
H 1.082 1.009 2.658  -1.49
H 1.585 -0.646 2.524  -0.87
H 3.367 1.609 1.624  0.89
H 4.697 -0.118 0.676  0.55
H 3.397 -1.302 0.772  -0.59
H 5.424 -1.232 2.573  0.54
H 3.818 -1.791 2.997  0.03
H 1.358 3.142 -1.017  0.78
H 2.660 4.676 0.026  0.65
H 3.567 3.321 0.612  0.28
H 3.123 4.737 2.496  0.67
H 2.139 3.306 2.695  -0.62
H 1.286 6.108 1.920  0.43
H 0.589 5.047 3.124  0.44
H 0.081 5.174 0.162  0.70
H -1.030 4.776 1.452  0.26
H -0.653 2.757 0.130  -2.06
H 0.109 2.532 1.669  -1.11
H 2.307 1.215 -2.342  0.34
H 4.554 2.115 -0.498  -0.16
H 3.681 3.019 -1.725  0.41
H 5.992 1.102 -2.044  0.30
H 5.744 2.680 -2.754  0.54
H 5.476 0.951 -4.495  0.57
H 3.921 1.696 -4.200  0.29
H 4.840 -1.095 -3.564  0.54
H 3.233 -0.520 -3.991  -0.28
H 4.578 -0.483 -1.274  0.81
H 3.050 -1.201 -1.700  -0.51
Te -0.916 1.348 -2.188  -0.24
C -2.557 0.917 -3.463  0.11
C -3.498 -0.061 -3.657  -0.16
C -4.457 0.260 -4.661  -0.83
C -4.240 1.474 -5.227  -0.67
S -2.871 2.232 -4.533  -0.08
H -3.580 -0.954 -3.061  0.43
H -5.279 -0.388 -4.934  0.39
H -4.808 1.967 -5.999  0.44



3.
Below is 8 unconnected molecules or ions with the total composition C44H76O19S, with properties calculated with the ωB97M-V functional and the def2-TZVPD basis.

Last column: Mulliken charge in e.
Positions of all 140 atoms, in Å:
C -3.772 -2.693 -1.715  -1.43
C -2.322 -3.020 -1.332  0.29
C -1.318 -2.179 -2.132  -0.94
C 0.008 -1.917 -1.413  0.76
C 0.741 -0.680 -1.939  -1.32
C -0.093 0.610 -1.903  -0.54
C -0.851 0.842 -0.596  -0.35
C 0.074 1.214 0.562  -0.32
C -0.674 1.458 1.885  -0.85
C -0.389 0.467 3.026  -1.09
C -0.141 -0.992 2.653  1.05
C 0.037 -1.866 3.913  -0.95
C 1.259 -2.768 3.867  -0.95
O 0.953 -4.048 3.251  -0.17
S 1.081 -4.109 1.652  0.54
O -0.233 -4.345 1.121  -0.54
O 1.885 -5.571 1.626  0.00
O 0.968 -6.682 1.499  -0.24
C 1.527 -7.720 2.286  -0.84
C 1.490 -7.547 3.801  0.48
C 0.135 -7.051 4.307  -1.26
O 2.519 -6.689 4.291  -0.61
H -3.879 -1.643 -1.992  0.34
H -4.473 -2.897 -0.904  0.27
H -4.088 -3.287 -2.576  0.38
H -2.169 -2.837 -0.266  -0.23
H -2.141 -4.079 -1.524  0.47
H -1.790 -1.225 -2.378  0.19
H -1.107 -2.671 -3.088  0.48
H -0.181 -1.807 -0.341  -0.79
H 0.659 -2.791 -1.512  0.63
H 1.665 -0.542 -1.370  0.36
H 1.042 -0.860 -2.977  0.49
H 0.562 1.468 -2.072  0.03
H -0.802 0.606 -2.735  0.44
H -1.555 1.669 -0.733  0.51
H -1.461 -0.029 -0.334  -0.06
H 0.607 2.123 0.269  0.20
H 0.844 0.450 0.689  0.24
H -0.399 2.448 2.255  0.23
H -1.751 1.495 1.693  0.45
H -1.224 0.499 3.735  0.32
H 0.488 0.824 3.579  0.26
H 0.778 -1.060 2.065  0.29
H -0.960 -1.408 2.061  -0.20
H 0.108 -1.238 4.806  0.47
H -0.834 -2.510 4.048  0.38
H 2.068 -2.301 3.296  0.50
H 1.640 -3.027 4.852  0.38
H 2.556 -7.907 1.950  0.34
H 0.922 -8.587 2.009  0.42
H 1.682 -8.552 4.198  0.41
H -0.434 -6.558 3.518  0.21
H 0.306 -6.327 5.102  0.26
H -0.465 -7.868 4.708  0.41
H 3.103 -6.448 3.569  0.34
O -3.674 -1.432 1.896  -0.57
C -4.850 -1.280 2.064  0.33
O -5.587 -0.430 1.319  -0.34
C -6.945 -0.383 1.810  -0.19
C -7.140 -1.691 2.564  -0.54
C -5.736 -1.950 3.098  -0.46
H -7.055 0.476 2.468  0.14
H -7.602 -0.266 0.952  0.32
H -7.907 -1.608 3.330  0.30
H -7.423 -2.485 1.870  0.31
H -5.560 -1.456 4.056  0.28
H -5.466 -2.999 3.192  0.33
O -8.613 0.993 4.047  -0.57
C -9.671 1.325 3.599  0.55
O -10.089 0.914 2.378  -0.30
C -11.344 1.532 2.039  -0.45
C -11.962 1.932 3.375  -0.47
C -10.724 2.225 4.215  -0.52
H -11.136 2.396 1.405  0.27
H -11.928 0.809 1.476  0.30
H -12.649 2.771 3.283  0.32
H -12.508 1.088 3.798  0.27
H -10.380 3.256 4.106  0.26
H -10.825 2.008 5.275  0.32
O 2.007 4.478 -1.528  -0.58
C 1.933 4.448 -2.725  0.38
O 1.373 3.409 -3.378  -0.21
C 1.503 3.577 -4.804  -0.52
C 1.707 5.073 -5.012  -0.19
C 2.431 5.468 -3.730  -0.42
H 2.364 2.993 -5.136  0.28
H 0.605 3.180 -5.271  0.34
H 2.242 5.298 -5.928  -0.06
H 0.739 5.573 -5.060  0.29
H 3.516 5.349 -3.812  0.20
H 2.227 6.475 -3.375  0.42
O 5.842 7.496 -1.854  -0.61
C 5.639 6.401 -1.414  0.52
O 6.251 5.301 -1.925  -0.39
C 5.747 4.111 -1.287  -0.31
C 5.178 4.573 0.048  -0.27
C 4.706 5.980 -0.298  -0.24
H 4.972 3.682 -1.927  0.09
H 6.571 3.406 -1.205  0.33
H 4.393 3.919 0.420  0.20
H 5.971 4.616 0.797  0.31
H 3.691 5.969 -0.702  0.01
H 4.753 6.694 0.520  0.38
O 5.386 -9.667 -3.512  -0.57
C 4.959 -8.983 -2.631  0.44
O 3.713 -9.152 -2.121  -0.36
C 3.428 -8.140 -1.142  -0.19
C 4.791 -7.650 -0.661  -0.44
C 5.639 -7.830 -1.914  -0.42
H 2.853 -7.345 -1.621  0.20
H 2.822 -8.592 -0.360  0.19
H 4.756 -6.631 -0.281  0.30
H 5.160 -8.301 0.134  0.30
H 5.598 -6.960 -2.572  0.25
H 6.683 -8.072 -1.731  0.30
O 3.388 3.185 2.888  -0.57
C 2.934 3.390 3.973  0.47
O 1.631 3.164 4.267  -0.29
C 1.336 3.567 5.613  -0.40
C 2.679 3.558 6.337  -0.55
C 3.639 3.919 5.210  -0.40
H 0.893 4.565 5.581  0.27
H 0.607 2.868 6.016  0.30
H 2.703 4.240 7.184  0.34
H 2.896 2.552 6.701  0.26
H 3.754 4.998 5.089  0.27
H 4.628 3.476 5.290  0.30
O 1.667 4.842 -8.268  -0.57
C 2.452 5.480 -8.907  0.56
O 2.875 6.702 -8.503  -0.36
C 3.746 7.285 -9.489  -0.43
C 4.285 6.106 -10.292  -0.47
C 3.121 5.125 -10.220  -0.44
H 3.155 7.967 -10.104  0.27
H 4.509 7.853 -8.962  0.31
H 4.575 6.385 -11.303  0.32
H 5.158 5.685 -9.790  0.26
H 2.390 5.284 -11.017  0.26
H 3.404 4.076 -10.221  0.31



| no. | gap between HOMO and LUMO (eV) | total energy (Eh) |
| --- | --- | --- |
| 1 | 8.59 | -2378.17498 |
| 2 | 5.72 | -5010.09042 |
| 3 | 10.26 | -3549.86986 |